Molecular formula: C11H23B2N3O2
Method: DFT, ωB97M-V/def2-TZVPD

Computed properties:
max |F| = 2.16 eV Å⁻¹
2S+1 = 1
energy = -797.3633 Eh
HOMO energy = -9.565 eV
orbital gap = 0.365 Ha

Last column: natural (NBO) charge in e.
Cartesian coordinates (Å):
N -4.624 -0.270 -2.805  -1.07
B -3.193 -0.445 -2.869  0.72
O -2.591 -0.931 -1.719  -0.88
B -2.216 -0.100 -4.215  0.36
C -1.854 1.338 -4.740  -0.80
C -1.593 2.321 -3.596  0.08
C -0.220 2.798 -3.422  -0.14
O -0.891 1.855 -2.490  -0.51
H -4.996 0.159 -3.641  0.37
H -4.918 0.285 -2.008  0.39
H -1.854 -1.501 -1.956  0.49
H -1.770 -1.020 -4.847  -0.07
H -0.957 1.320 -5.351  0.23
H -2.672 1.753 -5.334  0.26
H -2.367 3.043 -3.377  0.18
H -0.029 3.746 -2.942  0.19
H 0.624 2.210 -3.750  0.20
C -0.560 0.406 0.599  -0.62
C -0.866 1.341 1.760  -0.38
C -0.107 0.967 3.040  -0.51
C -0.463 -0.369 3.510  0.29
N -0.743 -1.418 3.876  -0.34
H -0.864 -0.617 0.823  0.21
H -1.093 0.711 -0.298  0.24
H 0.508 0.401 0.372  0.21
H -1.938 1.339 1.968  0.21
H -0.599 2.363 1.485  0.20
H -0.328 1.671 3.844  0.24
H 0.970 0.993 2.860  0.23
C 2.800 -2.897 3.783  -0.62
C 4.146 -2.315 3.365  -0.38
C 4.001 -1.055 2.503  -0.51
C 3.287 -1.330 1.259  0.29
N 2.725 -1.549 0.285  -0.34
H 2.214 -3.206 2.917  0.22
H 2.939 -3.773 4.415  0.22
H 2.212 -2.168 4.343  0.21
H 4.719 -3.061 2.812  0.21
H 4.727 -2.062 4.253  0.21
H 4.980 -0.650 2.242  0.25
H 3.456 -0.283 3.050  0.24